Here is a 15-piece molecular cluster, C90H186N6O15 overall in a non-equilibrium geometry from OMol25. Energies are from the ωB97M-V functional and the def2-TZVPD basis.

XYZ file:
```
297
Properties=species:S:1:pos:R:3:forces:R:3
C 7.633550 4.568376 -3.163647 -1.0 1.3 -0.5
C 6.147988 4.507676 -2.815845 -1.6 0.6 -1.9
C 5.904605 3.599388 -1.671261 0.2 -0.5 1.2
C 4.472361 3.571972 -1.154109 0.4 -0.8 -0.2
C 4.225490 4.943018 -0.594012 -0.5 0.5 -0.3
C 4.341379 5.979114 -1.718231 -0.5 0.6 0.4
N 5.687021 5.871882 -2.332952 0.4 0.1 0.2
O 5.707634 6.824770 -3.402445 -0.1 -0.6 -1.0
C 3.155924 5.824335 -2.693547 0.3 1.9 -1.3
C 4.261872 7.398064 -1.078086 0.2 -0.1 0.4
C 5.362168 3.976421 -4.087317 1.9 0.1 0.7
H 8.052266 3.588937 -3.313401 0.2 -0.4 0.0
H 8.085556 5.098983 -2.350849 0.7 0.1 0.5
H 7.759819 5.184765 -4.071138 0.1 -0.4 0.3
H 6.254764 2.576507 -1.793756 0.2 0.1 -0.7
H 6.529567 4.004478 -0.880441 0.2 -0.1 0.5
H 4.465169 2.776661 -0.388439 -0.5 0.3 -0.2
H 3.794586 3.290419 -1.993424 0.2 0.2 0.9
H 5.021144 5.165280 0.096692 0.3 0.1 0.6
H 3.264538 5.076650 -0.070754 0.2 -0.1 -0.3
H 2.457565 6.669210 -2.528212 0.1 -0.5 0.1
H 3.523105 6.042318 -3.730836 -0.4 -0.6 0.8
H 2.575089 4.918610 -2.644016 0.1 -0.4 0.0
H 5.043233 7.550874 -0.311278 -0.2 -0.3 -0.3
H 4.359837 8.222942 -1.792145 -0.1 -0.3 -0.1
H 3.293903 7.529826 -0.573392 0.2 -0.1 -0.2
H 4.457175 3.428179 -3.847920 -0.4 0.5 -0.2
H 6.061371 3.232171 -4.483815 -0.2 -0.1 -0.3
H 5.320058 4.786848 -4.814535 -0.6 -0.2 0.0
H 6.129942 7.659521 -3.151677 0.1 -0.7 0.7
C 6.557398 -2.218501 0.313152 1.8 -1.2 2.6
C 6.402712 -1.364130 -0.828057 -0.5 1.4 -2.7
C 7.578763 -1.444307 -1.830303 -0.2 -0.5 0.8
C 7.326755 -0.645455 -3.117653 1.2 -2.2 -0.4
C 6.133684 -1.310859 -3.850331 1.0 0.1 0.8
C 4.879712 -1.218786 -2.995300 -1.6 1.0 0.5
N 5.191319 -1.821233 -1.609309 0.8 0.6 -1.2
O 4.081798 -1.681566 -0.777284 -0.2 1.6 -0.3
C 4.198840 0.240746 -2.951391 2.5 -1.1 0.6
C 3.729379 -2.072148 -3.665795 1.6 1.3 0.1
C 6.363174 0.082519 -0.266922 0.8 0.2 -1.5
H 7.009559 -3.189028 0.160698 0.2 -0.3 -0.5
H 5.650844 -2.403966 0.837153 -0.9 0.1 0.4
H 7.221158 -1.656273 1.009573 -0.3 -0.8 -0.1
H 8.485927 -1.140220 -1.262121 -0.3 0.0 -0.6
H 7.720817 -2.516723 -2.150472 -0.1 0.9 0.5
H 8.301006 -0.843946 -3.636919 -1.0 0.6 -0.3
H 7.183295 0.406546 -2.996404 0.0 0.7 0.2
H 6.344619 -2.384058 -3.889452 0.2 0.0 -0.3
H 6.061176 -0.930800 -4.879884 -0.5 0.0 0.4
H 3.928546 0.483877 -3.957463 -0.5 0.2 -0.6
H 3.378636 0.113649 -2.285364 -0.9 0.3 0.3
H 4.855071 1.042806 -2.566912 -0.2 -0.4 -0.2
H 2.786855 -1.829612 -3.180464 -0.3 0.3 -0.5
H 3.833173 -1.873196 -4.773822 -0.7 -0.4 1.2
H 3.904253 -3.086095 -3.410660 0.3 -1.3 -0.2
H 7.323220 0.307377 0.281630 -1.1 -0.3 -0.3
H 5.470883 0.284396 0.326241 0.1 0.0 -0.1
H 6.417378 0.682905 -1.187034 -0.4 0.4 0.8
H 3.780450 -2.585165 -0.632471 -0.4 -0.6 0.2
C 1.713817 -7.635279 -5.854584 1.3 -0.4 -0.1
C 2.392365 -6.344965 -5.300317 -1.2 -0.9 0.5
C 2.779007 -5.403638 -6.432669 0.6 0.3 1.1
C 1.607103 -4.703274 -7.021717 -1.0 1.0 -0.3
C 0.938688 -3.874698 -5.916784 0.4 -0.3 2.0
C 0.384236 -4.771681 -4.821798 -0.7 -0.5 1.6
N 1.480927 -5.630911 -4.306000 1.1 0.4 -0.9
O 1.142691 -6.473280 -3.216147 0.4 0.9 -0.1
C -0.186640 -3.938962 -3.594789 1.1 0.5 -1.8
C -0.810152 -5.564787 -5.369000 -0.2 -1.2 -0.9
C 3.662413 -6.720119 -4.502128 -1.1 0.4 -0.8
H 1.449049 -8.287013 -5.046150 -0.4 -0.3 0.7
H 2.435048 -8.261472 -6.407790 0.0 0.5 0.0
H 0.851030 -7.557411 -6.490625 -0.3 0.5 -0.2
H 3.397861 -4.624783 -5.942657 0.2 -0.4 -0.5
H 3.343746 -5.984746 -7.175644 0.0 0.3 0.2
H 0.964666 -5.456246 -7.521999 0.0 0.8 0.2
H 1.924248 -3.932398 -7.712517 0.2 -0.3 -0.8
H 0.078037 -3.238711 -6.087258 0.0 0.2 -1.1
H 1.690545 -3.220208 -5.391951 -0.4 -0.5 -0.8
H -0.915705 -3.208236 -4.013121 0.1 -0.6 0.5
H -0.591631 -4.643331 -2.903208 -0.6 -0.2 0.5
H 0.585190 -3.352595 -3.071105 0.0 -0.3 -0.3
H -0.570695 -6.304760 -6.149044 0.4 0.4 0.2
H -1.276977 -6.197227 -4.621551 -0.2 0.2 0.5
H -1.594800 -4.988894 -5.864947 0.1 0.5 0.5
H 3.327673 -7.344644 -3.681951 0.5 -0.2 0.2
H 4.038951 -5.765340 -4.148640 0.4 -0.1 0.3
H 4.385456 -7.191047 -5.173306 0.0 -0.1 0.3
H 0.485534 -7.105782 -3.490305 -0.6 -0.6 -0.5
C -7.961888 2.192426 0.083978 -0.5 1.3 1.3
C -6.842063 1.527431 -0.697204 -0.3 -1.1 -0.4
C -6.906880 0.009399 -0.477274 0.1 -0.4 0.3
C -8.008373 -0.678861 -1.287632 0.4 -0.2 0.2
C -7.845856 -0.390380 -2.783865 0.2 0.2 0.1
C -7.841745 1.107286 -3.133921 0.8 0.6 1.1
N -6.811260 1.756784 -2.159196 -0.7 -0.6 -1.2
O -6.608286 3.120994 -2.474903 -1.9 0.8 0.7
C -7.255758 1.228753 -4.556366 -1.7 1.6 0.3
C -9.246431 1.712525 -3.078298 0.0 -0.7 1.2
C -5.512975 1.961763 -0.150591 -0.5 1.3 0.7
H -8.945866 1.753160 0.061479 -0.3 -0.6 -0.5
H -8.136663 3.251514 -0.187795 0.3 -0.3 0.0
H -7.760384 2.226054 1.188343 0.3 -0.1 -0.9
H -5.916964 -0.490674 -0.637934 -0.6 0.6 -0.3
H -7.066909 -0.122789 0.605985 -0.2 -0.1 -0.3
H -8.988894 -0.379433 -0.903170 0.0 0.1 -0.2
H -7.916456 -1.749838 -1.071363 -0.2 0.0 -0.3
H -8.555646 -0.953267 -3.416074 0.1 0.4 0.3
H -6.846908 -0.677587 -3.108656 0.2 -0.6 0.2
H -7.963259 0.677882 -5.211456 0.8 0.2 0.1
H -7.223953 2.301083 -4.887800 -0.2 -0.9 0.3
H -6.250499 0.888062 -4.557287 0.6 -0.7 -0.2
H -9.262446 2.781653 -3.038471 0.2 0.8 -0.1
H -9.769695 1.417257 -3.969593 -0.4 -0.2 -0.3
H -9.817412 1.374572 -2.181801 0.4 0.1 -0.7
H -4.773949 1.722935 -0.877563 0.9 -0.2 -0.3
H -5.325721 1.529279 0.833852 0.0 -0.2 -0.2
H -5.556621 3.041516 0.001252 0.4 0.1 -0.1
H -7.445398 3.642187 -2.203221 1.6 -1.1 -0.5
C -6.711599 -2.222535 6.622467 -0.5 0.6 0.0
C -5.876927 -2.675098 5.430254 -0.3 -0.1 -0.6
C -6.839018 -3.152924 4.321708 -0.1 0.1 0.4
C -6.196535 -3.312059 2.952728 -0.3 -2.1 0.1
C -5.686409 -1.999157 2.524149 1.1 0.8 -0.9
C -4.608914 -1.427667 3.469058 -1.0 1.0 1.4
N -5.171381 -1.461502 4.877889 -1.5 0.2 -0.6
O -4.218341 -0.991292 5.786867 0.1 1.0 0.7
C -3.317408 -2.174106 3.478784 0.6 -0.2 0.0
C -4.419972 0.056612 3.030906 0.7 -0.3 0.7
C -4.939861 -3.789708 5.924614 0.5 0.3 -0.6
H -7.255739 -1.312371 6.345619 -0.3 -0.3 -0.1
H -6.033480 -1.866333 7.380988 0.2 -0.2 0.7
H -7.433483 -2.975690 7.034481 0.8 0.5 -0.5
H -7.301432 -4.088508 4.641791 0.1 -0.1 0.1
H -7.681415 -2.427291 4.226386 0.6 -0.3 0.1
H -6.966717 -3.761827 2.318843 -0.1 0.6 -0.4
H -5.435729 -4.120510 2.885817 0.0 0.5 0.6
H -6.536444 -1.325653 2.508129 -0.1 0.4 0.1
H -5.255248 -1.961174 1.500717 -0.2 -0.3 0.4
H -3.506279 -3.179203 3.205498 -0.2 -1.3 0.2
H -2.698807 -1.847289 2.692771 1.0 0.8 -1.1
H -2.701830 -2.129709 4.389430 -0.6 0.2 -0.1
H -5.366186 0.585928 3.091073 -0.2 0.0 -0.2
H -3.740683 0.584274 3.730431 -0.2 -0.3 -0.5
H -3.990865 0.108467 2.003113 -0.3 -0.1 0.7
H -5.432058 -4.654938 6.356488 -0.5 0.0 0.0
H -4.333471 -3.358426 6.722280 0.4 -0.1 -0.2
H -4.328943 -4.156725 5.087796 0.1 0.1 0.4
H -4.552010 -0.113967 6.108639 0.3 -1.2 -0.5
C -0.986987 1.115068 2.576626 -1.3 -0.3 -0.5
C -0.834885 1.566757 1.113661 0.4 -1.4 0.2
C 0.380292 2.454678 0.921434 -0.9 0.6 -0.4
C 1.674364 1.762091 1.130081 1.4 -0.9 0.0
C 1.733704 0.619194 0.103890 0.2 0.9 -1.1
C 0.617414 -0.367931 0.272863 -0.5 -1.2 -0.2
N -0.666222 0.406198 0.199741 0.3 -0.7 -0.6
O -1.795586 -0.529909 0.245712 0.5 1.1 0.2
C 0.630682 -1.346185 -0.930825 -0.5 -0.4 -0.2
C 0.858542 -1.243505 1.495532 -0.1 -0.2 1.4
C -2.010860 2.380578 0.649206 -0.8 -0.2 0.6
H -1.511395 1.869273 3.158153 0.0 0.3 0.1
H -0.071082 0.851023 3.070870 0.4 0.0 0.2
H -1.656300 0.236491 2.568541 0.4 0.2 0.2
H 0.284242 2.892763 -0.092124 0.3 0.0 0.4
H 0.155702 3.225904 1.643204 0.5 0.6 0.2
H 1.672908 1.285282 2.114550 0.3 0.3 0.2
H 2.564255 2.438758 1.081048 -0.7 -0.5 -0.1
H 2.658790 0.052659 -0.064161 0.1 0.3 0.7
H 1.504500 1.062238 -0.874377 0.4 0.1 0.0
H 1.538345 -1.972883 -1.060244 -0.2 0.9 0.4
H -0.164279 -2.102064 -0.769291 0.1 0.6 -0.3
H 0.447508 -0.769500 -1.855858 0.0 -0.4 0.2
H 1.742159 -1.881115 1.355584 0.0 0.4 -0.2
H 1.014205 -0.674784 2.443640 -0.1 -0.5 -0.7
H 0.063471 -1.977677 1.668877 -0.2 0.3 0.0
H -2.961173 1.880268 0.856776 0.0 0.2 0.3
H -1.974054 2.480344 -0.407295 0.2 0.2 -1.2
H -1.963556 3.386590 1.080064 -0.3 -0.2 0.1
H -2.329624 -0.179660 -0.488337 0.2 -0.4 0.3
C -2.834324 0.479822 -2.798004 -0.2 0.5 -0.7
C -2.934122 -0.281657 -4.123379 0.6 -0.1 -1.2
C -3.342800 0.876473 -5.112418 -1.2 -0.6 0.6
O -2.876616 2.070827 -4.540529 1.0 -0.2 -1.0
C -3.049678 1.943208 -3.154346 -1.4 1.8 0.3
H -1.854968 0.420127 -2.413016 1.2 -0.5 0.7
H -3.558703 0.145159 -2.097510 -0.7 -0.3 0.8
H -3.655420 -1.116748 -4.204226 0.1 0.5 0.5
H -1.934530 -0.762237 -4.344800 -0.9 0.8 -0.1
H -4.476984 0.956279 -5.126604 1.2 -0.4 -0.2
H -2.972266 0.771530 -6.126515 0.1 0.0 -0.1
H -4.091268 2.296195 -2.960523 0.4 -0.5 0.3
H -2.407305 2.725692 -2.698859 0.0 -0.9 0.0
C -4.132495 5.049990 2.959844 0.0 0.3 0.6
C -3.173518 5.143782 4.149695 -0.3 0.2 -0.2
C -4.019076 4.467639 5.207911 0.2 1.2 0.9
O -4.593726 3.379373 4.577123 -0.7 -1.0 -0.5
C -4.763658 3.680200 3.183129 0.7 0.1 0.1
H -3.663852 5.116914 1.993075 0.3 0.2 -0.3
H -4.859154 5.854875 3.078548 -0.3 -0.1 -0.3
H -2.902728 6.150916 4.459796 0.1 0.1 -0.3
H -2.311234 4.576778 3.852175 0.8 -0.3 0.4
H -4.754686 5.228592 5.583449 0.0 -0.6 -0.4
H -3.515489 4.128394 6.111767 0.3 -0.2 -0.1
H -5.790581 3.745208 2.930947 -1.3 -0.3 -0.1
H -4.311297 2.884481 2.573739 0.1 0.2 0.3
C 0.916165 6.990355 1.315424 0.2 -1.1 -0.3
C 0.403695 6.610821 -0.122055 -0.1 0.1 1.6
C -0.976608 6.080849 0.190738 -1.4 0.1 -1.0
O -1.078893 5.742974 1.548305 -0.2 -0.1 1.3
C 0.129908 5.997497 2.239500 1.3 0.0 -1.1
H 0.619856 8.023101 1.553714 0.5 -0.3 0.0
H 2.014616 6.777948 1.350781 -0.8 0.7 0.3
H 0.985380 5.830186 -0.584210 0.5 -0.1 -0.2
H 0.348559 7.487431 -0.746675 0.1 0.2 -0.4
H -1.262403 5.188932 -0.381271 0.3 0.2 -0.2
H -1.750453 6.844742 -0.016974 0.2 -0.2 0.0
H 0.699554 5.039118 2.288484 -0.2 0.6 0.3
H -0.029470 6.391710 3.253699 -0.2 -0.2 -0.4
C 0.389774 -3.338311 5.379420 -1.8 -0.2 0.4
C 1.569536 -3.965069 4.628780 -1.8 -0.1 -2.0
C 2.549399 -2.841373 4.567832 0.3 0.9 2.3
O 2.077496 -1.835643 5.544207 0.8 -0.6 -0.1
C 1.100081 -2.461397 6.363212 0.6 0.1 0.8
H -0.277603 -4.080170 5.883494 0.5 0.4 -0.5
H -0.254556 -2.662556 4.767547 0.5 -0.7 0.0
H 1.266196 -4.255027 3.582244 0.2 0.1 1.1
H 1.897782 -4.852026 5.140216 0.4 -0.3 0.3
H 2.621540 -2.313152 3.666226 -0.1 0.5 -1.5
H 3.546150 -3.134898 4.850691 0.5 -0.2 0.2
H 0.576601 -1.643943 6.872540 -0.4 -0.3 -0.4
H 1.497912 -3.101974 7.194894 0.3 0.4 -0.6
C 0.768314 3.924773 -4.933879 1.3 -0.7 0.7
C 0.603890 2.482821 -4.404132 0.6 0.2 0.5
C 0.791744 2.740887 -2.869194 -1.0 0.4 -0.9
O 0.016003 3.949893 -2.620739 1.2 -0.3 -1.2
C 0.051464 4.717307 -3.896276 -1.1 -0.5 1.7
H 0.410426 4.148640 -5.923227 -0.2 -0.2 -0.4
H 1.843557 4.132326 -4.899286 -0.1 0.2 -0.2
H 1.404712 1.816149 -4.718010 0.1 0.0 -0.3
H -0.353650 2.054274 -4.726551 0.1 0.1 0.6
H 1.870922 2.848684 -2.593609 -0.7 0.1 -0.4
H 0.381463 1.969637 -2.233653 -0.2 -0.3 0.1
H 0.420684 5.685574 -3.646323 0.6 0.7 -0.1
H -0.977182 4.826654 -4.171209 -0.8 0.1 -0.2
C 3.743879 -6.267460 -0.237213 -0.6 1.1 -0.2
C 4.107534 -5.542553 1.076678 -0.6 0.0 -0.9
C 3.205028 -4.343646 1.106533 0.2 0.3 -1.6
O 3.081514 -3.877706 -0.262937 0.1 -2.6 -0.6
C 3.442107 -5.033023 -1.166113 -1.6 -0.3 0.5
H 2.877150 -6.939362 -0.197720 0.1 0.3 0.2
H 4.571460 -6.845915 -0.622760 0.3 -0.1 -0.1
H 5.141310 -5.275369 0.952148 0.5 0.5 0.3
H 3.953724 -5.999285 2.023745 0.1 -1.2 0.6
H 3.624484 -3.538454 1.639745 0.6 1.1 0.9
H 2.225750 -4.521836 1.510193 -0.6 -0.4 0.1
H 4.262198 -4.738598 -1.799407 0.6 0.3 0.1
H 2.580407 -5.244229 -1.850090 0.6 0.3 0.7
C -2.548244 -4.269973 0.964648 1.4 -0.1 0.1
C -1.702672 -4.691832 -0.282739 -0.9 -0.7 0.6
C -0.299001 -5.020756 0.239771 -0.4 -0.1 0.0
O -0.335472 -4.642672 1.590290 0.1 -0.2 0.7
C -1.667492 -4.877058 2.038251 0.8 -0.4 1.2
H -3.560393 -4.653170 0.967071 -0.2 -0.1 -0.1
H -2.542901 -3.204770 1.182215 -0.1 0.1 -0.6
H -1.697805 -3.975558 -1.067874 -0.2 0.6 -0.7
H -2.159458 -5.631560 -0.604334 0.0 0.2 -0.5
H 0.521952 -4.467893 -0.170811 0.3 0.3 -0.7
H -0.107264 -6.099042 0.089897 0.1 0.2 0.3
H -1.682880 -4.417801 3.035345 -0.4 0.0 -0.3
H -1.778804 -5.968617 2.174877 -0.3 0.2 -0.2
C 0.211092 1.895900 7.342027 -0.8 0.7 0.2
C -0.689622 2.172769 6.055230 0.0 0.0 1.4
C -1.490594 0.867302 6.045908 0.0 -0.6 0.4
O -1.788985 0.527032 7.430509 0.8 0.5 -1.9
C -0.555073 0.752258 8.094892 -0.6 0.7 0.0
H 0.253812 2.833199 7.965101 0.3 -1.0 -0.6
H 1.212299 1.535093 7.049981 -0.4 0.4 0.2
H -0.083386 2.320120 5.163226 0.0 -0.2 0.0
H -1.330171 3.095914 6.175292 0.5 -1.1 0.0
H -0.878673 0.037484 5.609284 -0.4 0.5 0.1
H -2.441006 0.915554 5.559267 -0.5 0.0 -0.5
H 0.022906 -0.147386 8.182895 0.5 -0.6 -0.4
H -0.927823 0.930406 9.078443 0.5 0.8 1.1
C 4.796130 1.760008 3.342439 -0.8 0.8 -0.8
C 3.985236 1.179500 4.473276 0.4 0.7 1.1
C 5.057332 0.390911 5.227742 -0.9 -1.1 -0.4
O 5.747528 -0.254820 4.135977 0.5 1.3 0.5
C 6.010313 0.849590 3.237366 0.4 -0.2 -0.2
H 5.034890 2.797537 3.585255 0.4 -0.1 -0.1
H 4.169005 1.806088 2.440505 0.4 -0.1 0.0
H 3.222343 0.524069 4.100055 -0.3 -0.6 0.0
H 3.490694 1.973915 5.045287 0.1 -0.2 0.1
H 4.613821 -0.363950 5.874205 0.1 -0.3 -0.1
H 5.745597 0.958566 5.849266 0.1 0.5 -0.2
H 6.120017 0.407199 2.249789 0.2 0.1 0.1
H 6.930632 1.451565 3.479345 -0.5 -0.9 0.1
```
Forces are in eV/Å.

Results
**LUMO**: 0.0158 Eh
**Multiplicity**: 1